{"formula": "H2N2O3S", "method": "the ωB97M-V functional and the def2-TZVPD basis", "species": ["S", "O", "O", "O", "N", "N", "H", "H"], "positions_angstrom": [[-1.251, -1.247, 0.543], [-1.337, -2.165, -0.537], [-3.677, 0.292, -1.035], [-3.118, 1.170, 0.855], [0.226, -0.519, 0.404], [-3.046, 0.402, -0.030], [0.485, 0.292, 0.978], [1.024, -0.556, -0.202]], "total_charge": 0, "e_homo_ev": [-9.248, -8.209], "e_tot_ha": -734.4490, "e_lumo_ha": [-0.02784, -0.04394], "homo_lumo_gap_ev": [8.49, 7.01]}


{"formula": "C48H66NOP3SSiTi", "method": "the ωB97M-V functional and the def2-TZVPD basis", "species": ["Ti", "S", "P", "P", "P", "Si", "O", "N", "C", "C", "C", "C", "C", "C", "C", "C", "C", "C", "C", "C", "C", "C", "C", "C", "C", "C", "C", "C", "C", "C", "C", "C", "C", "C", "C", "C", "C", "C", "C", "C", "C", "C", "C", "C", "C", "C", "C", "C", "C", "C", "C", "C", "C", "C", "C", "C", "H", "H", "H", "H", "H", "H", "H", "H", "H", "H", "H", "H", "H", "H", "H", "H", "H", "H", "H", "H", "H", "H", "H", "H", "H", "H", "H", "H", "H", "H", "H", "H", "H", "H", "H", "H", "H", "H", "H", "H", "H", "H", "H", "H", "H", "H", "H", "H", "H", "H", "H", "H", "H", "H", "H", "H", "H", "H", "H", "H", "H", "H", "H", "H", "H", "H"], "positions_angstrom": [[-2.398, -16.695, 10.083], [-2.862, -18.278, 11.676], [-5.752, -19.644, 11.618], [-0.778, -14.923, 10.435], [-3.486, -18.110, 15.223], [-4.006, -16.569, 12.173], [-3.768, -24.773, 13.339], [-2.263, -16.892, 8.138], [-1.755, -18.915, 6.794], [0.642, -14.973, 11.733], [-4.051, -15.986, 6.720], [-1.681, -15.679, 6.117], [0.578, -19.229, 8.396], [-0.275, -18.178, 8.667], [-4.892, -14.903, 10.103], [1.382, -13.763, 8.771], [-4.084, -14.275, 13.853], [-5.377, -17.564, 17.472], [-5.442, -19.845, 16.345], [-5.597, -19.934, 9.761], [-5.227, -13.597, 9.965], [-0.872, -19.949, 6.543], [-6.898, -22.297, 11.938], [-1.854, -18.350, 16.126], [-6.676, -15.697, 12.576], [-4.348, -12.610, 10.443], [-3.524, -16.301, 15.093], [0.099, -14.527, 13.157], [-5.836, -16.835, 12.199], [-4.361, -15.559, 5.440], [-8.610, -16.630, 11.459], [-6.790, -20.490, 8.980], [-3.861, -15.658, 13.868], [-7.836, -17.792, 11.240], [-6.513, -17.979, 11.669], [-5.131, -18.359, 16.182], [-3.368, -15.170, 4.525], [-0.737, -17.305, 15.927], [-2.668, -16.133, 7.024], [-2.007, -15.310, 4.816], [-0.167, -13.755, 9.064], [-0.744, -12.328, 8.994], [-3.362, -15.444, 16.205], [-7.234, -20.803, 12.003], [-3.630, -14.076, 16.215], [-3.976, -13.403, 15.019], [0.276, -20.107, 7.334], [-1.430, -18.025, 7.845], [-2.597, -14.277, 10.767], [-7.725, -20.272, 13.330], [-2.136, -18.779, 17.615], [-4.407, -20.902, 9.548], [-3.651, -15.281, 10.671], [-8.016, -15.661, 12.231], [-3.056, -12.929, 10.829], [1.102, -16.414, 11.777], [-4.242, -12.374, 14.951], [-5.426, -15.658, 5.108], [-2.631, -19.728, 17.525], [1.680, -16.745, 10.892], [-5.566, -15.643, 9.665], [-6.482, -20.467, 7.896], [0.003, -17.320, 9.269], [-6.247, -14.806, 13.016], [-0.934, -11.887, 9.978], [1.728, -14.760, 8.772], [-1.635, -12.252, 8.307], [-2.364, -12.116, 11.138], [0.153, -17.749, 16.428], [0.262, -17.142, 11.910], [1.457, -14.308, 11.503], [1.767, -16.679, 12.609], [-5.851, -17.908, 15.405], [1.466, -13.383, 7.741], [-3.456, -13.496, 17.151], [-1.459, -19.213, 15.569], [-1.114, -20.582, 5.688], [-4.755, -17.906, 18.308], [-4.643, -21.921, 9.899], [-5.867, -22.613, 12.135], [1.525, -19.428, 8.946], [-1.138, -18.946, 18.074], [-5.318, -16.489, 17.349], [-7.896, -20.582, 11.164], [0.936, -20.877, 6.999], [-7.080, -21.532, 9.161], [-5.065, -20.247, 17.338], [-4.167, -21.013, 8.511], [-2.735, -18.784, 6.291], [-1.044, -16.318, 16.375], [-8.555, -14.749, 12.562], [-4.744, -16.187, 7.536], [-4.232, -13.788, 12.876], [-7.525, -22.808, 12.730], [-8.824, -20.377, 13.463], [-0.977, -14.831, 13.224], [-1.288, -14.970, 4.119], [-2.688, -18.001, 18.140], [-6.254, -13.356, 9.640], [-0.662, -15.583, 6.592], [-0.622, -14.278, 8.121], [-8.298, -18.545, 10.697], [0.158, -13.438, 13.270], [0.665, -14.954, 14.010], [-4.975, -20.357, 15.523], [-0.485, -17.144, 14.855], [-6.536, -19.935, 16.382], [-6.392, -17.755, 17.800], [-7.745, -19.900, 9.088], [-2.841, -24.759, 13.181], [-3.572, -20.510, 10.122], [-9.706, -16.641, 11.241], [0.033, -11.686, 8.546], [-3.588, -14.765, 3.573], [-7.466, -19.222, 13.594], [-7.251, -22.710, 11.023], [-3.906, -24.154, 14.073], [-4.674, -11.561, 10.360], [-5.289, -18.901, 9.430], [-7.279, -20.917, 14.084], [-3.089, -15.928, 17.115], [1.946, -13.049, 9.405]], "total_charge": -1, "multiplicity": 2, "e_homo_ev": [-2.044, -2.065], "e_tot_ha": -4559.7369, "e_lumo_ha": [0.08259, 0.08254], "homo_lumo_gap_ev": [4.29, 4.31]}


Short version: relative energy (zero: lowest compared OMol25 entry of this formula, charge and spin) = 242.6; 298.1 kJ/mol, in the order given.